Entry 1:
15
Properties=species:S:1:pos:R:3 method="wB97M-V/def2-TZVPD" homo_lumo_gap_ev=8.134
C 1.7476 -0.0747 0.4532
C 0.4444 -0.4078 -0.3026
C -0.5659 0.7292 -0.1102
H 2.6445 -0.6689 0.5364
H 1.2819 0.1511 1.6246
H 2.0384 1.0111 0.1539
H 0.8661 -0.2077 -1.2623
H -0.4127 -2.0434 -1.3042
H 0.4083 1.9474 -0.8577
H -2.4718 1.1245 0.1838
H -1.5152 -1.3868 0.6044
N -0.3731 1.9366 -0.2401
N -1.8511 0.3798 0.6035
O 0.0613 -1.6899 -0.0456
O -2.3028 -0.8005 -0.0371

---

Entry 2:
10
Properties=species:S:1:pos:R:3 method="wB97M-V/def2-TZVPD" homo_lumo_gap_ev=9.757
N -1.3176 1.2129 1.9073
O -1.6139 0.6798 0.6208
O -2.2878 1.6027 2.4315
O 0.3125 -1.3602 -2.0859
O 0.0719 -1.1685 0.3681
O 0.5781 0.9664 -0.3530
O 2.1810 -0.6292 -0.8019
S 1.1465 -1.7411 -0.9280
S -0.6027 0.0426 -0.4700
H 1.5320 0.3948 -0.6888

---

Entry 3:
8
Properties=species:S:1:pos:R:3 method="wB97M-V/def2-TZVPD" homo_lumo_gap_ev=10.308
H -0.2876 -1.5628 -0.7109
N -0.4654 -0.7479 -1.1425
N -1.5861 -0.2627 -0.9577
H -2.1984 -0.8257 -0.2570
N 1.4827 0.2274 0.5733
C 0.9251 1.1623 1.0559
O 0.6629 1.9588 1.8573
H 1.4669 0.0505 -0.4184

---

HOMO list, top to bottom, in eV: -8.90, -10.84, -10.02